155
Properties=species:S:1:pos:R:3:forces:R:3:mulliken_charge:R:1 method="wB97M-V/def2-TZVPD" smiles="CCCN(C[C@H](C)Br)[C@@H](P(O)Cl)[C@@](Cl)(NCC)OCCCCCCCOC(C)=O.ClCCCl.ClCCCl.ClCCCl.ClCCCl.ClCCCl.ClCCCl.ClCCCl.ClCCCl.ClCCCl.ClCCCl.ClCCCl" orbital_gap_ev=8.1 e_tot_ev=-434888.8063
C 7.10617 1.10989 0.64768 -0.28 -0.83 0.45 -1.082
C 6.46602 0.32321 1.80424 1.04 -0.15 -0.28 0.125
C 7.04117 -1.11795 1.75235 -0.69 1.52 -0.66 -0.743
N 6.28811 -2.04798 2.55315 0.28 -0.23 -0.09 1.095
C 6.97906 -3.18849 3.12638 0.07 -0.47 0.33 -0.667
C 8.37865 -2.96552 3.67406 -0.48 0.29 0.22 -0.319
C 8.56374 -1.70612 4.51359 0.75 0.07 -0.30 -1.046
Br 9.71979 -3.14476 2.23119 -0.02 0.06 0.18 -0.141
C 4.95680 -2.41267 2.11152 0.67 0.94 -0.87 -2.043
P 3.54770 -1.51620 3.01081 -0.44 -0.97 1.17 -0.134
O 4.41081 -0.66443 4.14343 -0.53 0.31 -0.89 -0.374
Cl 2.67357 -0.00785 1.85890 0.37 0.19 -0.04 -0.279
C 4.75709 -2.68910 0.56890 -0.17 -2.12 1.24 0.842
Cl 4.62708 -1.23367 -0.42844 0.11 -0.07 -0.02 -0.075
N 5.83497 -3.56574 0.17279 0.56 1.60 -0.42 -0.087
C 6.50714 -3.37291 -1.09238 0.16 -1.32 -0.93 -0.584
C 5.68904 -3.72926 -2.35169 0.62 0.58 0.32 -0.696
O 3.57128 -3.53205 0.54884 -0.01 1.55 -0.07 -0.501
C 2.51862 -3.19175 -0.32941 -1.69 -1.03 -0.65 0.056
C 1.49578 -4.33568 -0.26520 0.80 -0.29 0.52 -0.087
C 0.85907 -4.60365 1.10572 -0.24 0.26 0.07 -0.951
C 0.55546 -3.38602 1.98928 -1.06 -0.41 0.39 0.570
C -0.96448 -3.10130 2.14755 0.44 0.76 -0.24 -0.343
C -1.24012 -1.62713 1.81340 -0.28 -0.70 0.68 -0.020
C -2.66734 -1.20415 2.15454 0.64 0.09 -1.35 -0.081
O -3.48298 -1.35409 0.92985 0.61 -0.70 0.77 -0.405
C -3.59753 -0.15658 0.31409 1.48 -1.01 -0.96 0.751
C -2.53913 0.31270 -0.64061 0.56 -0.35 0.03 -0.966
O -4.53174 0.50814 0.51975 -3.00 2.17 0.64 -0.547
H 8.18074 1.04698 0.81004 0.20 0.36 -0.17 0.401
H 6.77342 2.13856 0.60147 0.05 0.13 -0.09 0.167
H 6.90673 0.59170 -0.29004 -0.11 0.24 -0.21 0.117
H 6.85483 0.77658 2.71524 -0.52 0.07 0.37 0.334
H 5.38323 0.34281 1.78228 -0.10 0.08 -0.01 0.022
H 7.11240 -1.35092 0.68609 -0.06 -0.55 -0.01 -0.335
H 8.06933 -0.98067 2.05705 0.12 -0.55 0.37 0.739
H 6.39209 -3.52938 3.98854 -0.08 0.17 0.12 0.469
H 7.02185 -4.06661 2.47272 0.02 0.12 -0.30 0.243
H 8.58330 -3.80217 4.32705 0.22 -0.35 -0.16 0.544
H 8.35118 -1.89411 5.56266 -0.31 -0.11 0.04 0.366
H 9.61551 -1.43534 4.46943 0.10 0.16 0.10 0.371
H 7.98889 -0.85614 4.16794 -0.21 0.01 -0.01 0.181
H 4.82194 -3.42376 2.49288 -0.45 -0.07 0.16 1.019
H 4.20442 0.27474 4.01465 0.29 -0.06 0.27 0.318
H 5.62107 -4.52761 0.38272 -0.27 0.01 -0.13 0.433
H 6.99924 -2.41367 -1.21019 -0.23 0.35 0.39 -0.015
H 7.32832 -4.09239 -1.10738 0.18 0.03 0.23 0.392
H 6.34190 -3.62189 -3.21909 0.09 -0.20 -0.12 0.398
H 4.86364 -3.04200 -2.51673 -0.35 -0.20 0.12 0.100
H 5.38614 -4.76798 -2.26982 -0.38 -0.02 -0.21 0.327
H 2.80324 -3.16566 -1.38159 0.56 0.22 -0.01 0.210
H 1.99206 -2.26228 -0.10854 0.48 0.29 0.31 0.316
H 0.71948 -4.21982 -1.02355 0.52 0.14 0.32 -0.628
H 2.08086 -5.22178 -0.52085 -0.19 -0.20 -0.25 0.250
H -0.09265 -5.09860 0.92352 0.00 -0.17 -0.06 0.340
H 1.42612 -5.32115 1.69218 0.41 -0.02 -0.12 0.475
H 1.01249 -2.45218 1.68157 0.35 -0.08 -0.26 -0.556
H 0.92147 -3.58307 2.99208 0.31 0.07 0.08 0.306
H -1.27141 -3.27931 3.17522 -0.15 -0.18 0.10 0.231
H -1.56949 -3.72502 1.48932 0.01 -0.16 0.08 -0.166
H -0.52524 -1.02283 2.36825 0.09 0.22 -0.02 0.244
H -1.06719 -1.52009 0.74668 0.13 0.40 -0.12 0.139
H -3.07841 -1.82007 2.94222 -0.30 0.05 -0.08 -0.529
H -2.71224 -0.15122 2.42027 -0.10 0.05 0.37 0.524
H -2.05878 -0.49198 -1.18978 0.00 -0.14 -0.03 0.268
H -1.76336 0.81257 -0.05855 0.10 0.01 0.03 0.280
H -2.96703 1.03939 -1.31897 -0.10 0.06 -0.05 0.355
Cl -0.93015 -3.63908 -2.40265 -0.49 0.11 -0.28 -0.157
C -2.65767 -4.09878 -2.40926 -0.14 0.05 -0.14 -0.622
C -3.20566 -4.29896 -1.01984 -0.05 0.14 0.03 0.304
Cl -2.52162 -5.74254 -0.23112 -0.03 -0.08 -0.04 -0.185
H -2.76098 -4.99714 -3.01278 0.09 -0.02 0.04 0.400
H -3.19524 -3.28967 -2.90177 -0.01 0.02 0.06 0.326
H -4.28309 -4.44774 -1.07132 0.01 -0.01 -0.04 0.391
H -3.00812 -3.43768 -0.38270 0.03 -0.04 0.00 -0.382
Cl 4.74167 -0.06066 -5.74495 -0.02 0.00 0.02 -0.232
C 6.19007 -0.84054 -5.05437 0.19 0.02 -0.06 0.466
C 6.44696 -0.39809 -3.63764 -0.06 -0.18 0.08 -0.174
Cl 6.95516 1.31052 -3.54691 -0.01 0.02 0.00 -0.158
H 7.04340 -0.61887 -5.70415 -0.70 0.08 0.39 -0.311
H 6.01139 -1.91557 -5.07635 -0.02 0.01 0.07 0.199
H 7.25531 -0.99018 -3.20900 0.03 0.02 -0.05 0.144
H 5.56516 -0.52083 -3.01275 0.00 0.08 -0.03 0.010
Cl -8.02096 5.63914 0.70783 0.04 0.01 0.00 -0.234
C -7.45631 4.49923 1.96587 0.15 -0.05 0.05 -0.511
C -8.59970 3.91348 2.74704 -0.05 -0.10 0.09 -0.195
Cl -9.39354 5.13823 3.76882 -0.06 0.01 0.00 -0.180
H -6.76095 5.03055 2.61178 -0.09 0.08 -0.01 0.382
H -6.91204 3.71172 1.45612 0.02 -0.12 -0.10 0.296
H -8.22829 3.13534 3.41268 0.07 0.06 0.02 0.154
H -9.35142 3.47680 2.09335 -0.02 0.09 -0.02 0.280
Cl -3.94309 -2.93390 5.06112 -0.07 0.01 0.11 -0.201
C -3.44697 -2.42552 6.69808 0.06 -0.05 0.19 -0.441
C -3.69315 -0.96238 6.97268 -0.13 -0.01 -0.09 -0.122
Cl -2.62344 0.09986 6.01695 -0.02 -0.05 -0.05 -0.191
H -2.39654 -2.68252 6.81358 0.00 0.05 -0.06 0.328
H -4.02552 -3.02525 7.39924 -0.05 0.03 -0.01 0.321
H -3.48636 -0.75791 8.02287 0.06 -0.02 -0.01 0.395
H -4.72934 -0.67610 6.77190 0.61 -0.13 -0.24 -0.070
Cl 7.23805 4.77753 -0.20266 0.03 0.07 0.01 -0.176
C 6.76261 5.63862 -1.68866 -0.12 0.06 -0.02 -0.496
C 7.47004 5.10220 -2.90665 -0.08 -0.01 -0.11 0.103
Cl 9.21373 5.47055 -2.88984 0.02 -0.02 0.01 -0.191
H 6.96449 6.69700 -1.54270 0.09 -0.03 0.02 0.380
H 5.68753 5.50617 -1.80091 0.02 -0.06 -0.03 0.276
H 7.05761 5.56389 -3.80262 -0.01 0.04 0.03 0.315
H 7.35399 4.02476 -2.99050 0.05 0.01 0.08 -0.162
Cl -6.89086 8.91813 4.24565 -0.01 0.01 0.02 -0.196
C -7.96688 8.77898 2.82981 -0.04 -0.11 -0.01 0.133
C -7.72324 9.87020 1.82034 -0.01 -0.05 -0.12 -0.412
Cl -8.22562 11.47215 2.42093 0.03 0.01 0.01 -0.193
H -8.99365 8.78666 3.18722 0.02 0.07 0.04 0.316
H -7.77021 7.80917 2.37752 0.02 0.05 -0.03 -0.266
H -8.30590 9.67257 0.92167 -0.04 -0.02 0.04 0.287
H -6.67350 9.92889 1.54325 0.01 0.04 0.08 0.333
Cl 8.78959 -1.01175 -6.94345 0.51 -0.11 -0.42 -0.175
C 9.11344 -0.34499 -8.56838 0.19 0.00 -0.11 -0.422
C 8.34828 0.92713 -8.82441 0.03 0.10 -0.05 -0.532
Cl 6.59747 0.63854 -8.95930 -0.02 -0.01 0.04 -0.163
H 8.86946 -1.11223 -9.29881 -0.09 -0.01 0.06 0.319
H 10.18320 -0.14848 -8.62079 -0.01 0.04 0.05 0.306
H 8.67272 1.36393 -9.76772 0.02 -0.06 -0.01 0.357
H 8.51073 1.65607 -8.03376 -0.05 -0.05 0.04 0.315
Cl 3.18914 -6.38062 -3.61832 0.00 0.02 0.02 -0.159
C 3.75820 -6.13711 -5.29031 -0.05 0.03 -0.08 -0.461
C 4.94832 -7.00297 -5.62120 -0.04 -0.03 -0.12 -0.440
Cl 6.40957 -6.50465 -4.73124 0.02 -0.03 0.02 -0.160
H 3.98687 -5.08123 -5.41606 0.04 -0.01 0.07 0.229
H 2.92698 -6.38980 -5.94681 0.02 -0.05 0.01 0.384
H 5.17989 -6.91818 -6.68194 -0.02 0.06 0.01 0.300
H 4.75643 -8.04888 -5.39482 0.01 0.03 0.09 0.317
Cl -10.37772 1.83673 -3.34995 0.00 0.02 -0.02 -0.191
C -9.39598 3.11509 -2.58802 0.09 -0.04 0.03 -0.364
C -10.24386 4.22155 -2.01763 0.05 0.06 0.15 -0.099
Cl -11.04854 5.17898 -3.29032 -0.01 -0.01 -0.01 -0.199
H -8.69857 3.49161 -3.33239 -0.07 0.01 -0.04 0.341
H -8.82553 2.64335 -1.78889 -0.04 0.02 0.03 0.234
H -9.61747 4.90895 -1.45297 0.03 -0.03 -0.06 -0.040
H -11.01201 3.83480 -1.35219 -0.05 -0.03 -0.09 0.332
Cl -15.34931 4.77817 -5.40451 -0.01 0.01 -0.03 -0.190
C -14.36358 6.05544 -4.64645 0.09 -0.04 0.07 -0.210
C -15.21007 7.16274 -4.07367 0.06 0.04 0.11 -0.437
Cl -16.01854 8.12040 -5.34147 -0.03 -0.01 0.00 -0.188
H -13.66830 6.43046 -5.39380 -0.07 0.01 -0.05 0.336
H -13.78952 5.58189 -3.85188 -0.06 0.01 0.02 0.064
H -14.58011 7.85058 -3.51142 0.04 -0.01 -0.04 0.289
H -15.97518 6.77384 -3.40628 -0.04 -0.03 -0.08 0.327
Cl -6.60244 -0.43980 7.99397 -0.50 0.18 0.16 -0.188
C -8.27403 0.15661 7.79107 -0.24 -0.11 0.11 -0.521
C -8.45799 1.00514 6.55769 -0.02 -0.02 -0.01 -0.520
Cl -7.61612 2.56917 6.70882 0.04 -0.01 -0.11 -0.184
H -8.53715 0.71498 8.68589 0.09 0.02 0.01 0.352
H -8.91172 -0.72439 7.73766 0.02 0.01 -0.08 0.327
H -9.51609 1.22893 6.42883 0.00 -0.02 0.07 0.375
H -8.10154 0.50504 5.65980 0.11 0.01 0.06 0.339